# 1
This record from the OMol25 dataset describes a cluster of 7 separate species, C20H57N3O7 in total in a non-equilibrium geometry. The level of theory is the ωB97M-V functional and the def2-TZVPD basis.

## Properties
structure (SMILES)	COC[C@H](C)N.COC[C@H](C)N.COC[C@H](C)N.CCO.CCO.CCO.CCO
molecular weight	451.69	u
Kohn-Sham gap	10.0	eV
charge	0
HOMO level	-9.70	eV
max |F|	0.0905	Eh/bohr
energy relative to the best compared isomer or geometry (same formula, charge and spin)	404.8	kJ/mol
E_tot	-40460.789	eV

```
87
Properties=species:S:1:pos:R:3:mulliken_charge:R:1
C -0.1982 -4.1234 -2.7273 -0.478
O 0.8466 -5.1193 -2.4449 -0.402
C 1.8318 -4.5554 -1.5373 -0.231
C 2.8682 -5.6539 -1.4288 0.541
C 2.5257 -6.7840 -0.5399 -1.562
N 4.0246 -4.9643 -0.8966 -0.743
H -0.7228 -4.0970 -1.7722 0.235
H -0.8528 -4.5787 -3.4705 0.320
H 0.1655 -3.1173 -2.9363 0.111
H 2.1749 -3.5794 -1.8805 0.055
H 1.4906 -4.3154 -0.5303 0.322
H 3.0262 -6.1184 -2.4021 0.236
H 2.3145 -6.5911 0.5119 0.365
H 3.1814 -7.6498 -0.4476 0.397
H 1.6144 -7.2074 -0.9623 0.324
H 4.4046 -4.5127 -1.7163 0.268
H 4.7441 -5.6654 -0.7929 0.288
C -5.6353 1.2038 -0.5856 -0.752
O -5.1112 1.9083 0.5156 -0.383
C -4.3869 1.0467 1.4422 -0.187
C -3.8505 1.8096 2.7290 0.146
C -2.8239 2.9411 2.3708 -0.973
N -3.1522 0.9008 3.5474 -0.490
H -6.0521 1.9045 -1.3091 0.303
H -6.3808 0.4238 -0.4311 0.301
H -4.8305 0.7464 -1.1611 0.290
H -5.1114 0.2657 1.6732 0.431
H -3.5652 0.4395 1.0625 -0.176
H -4.5979 2.2706 3.3747 0.363
H -1.9648 2.5554 1.8219 0.072
H -2.5937 3.4817 3.2888 0.200
H -3.3767 3.7258 1.8543 0.421
H -2.3360 0.5296 3.0825 0.203
H -3.8379 0.1706 3.6768 0.281
C 1.1690 -0.8561 -1.6359 -0.107
O 1.3536 0.3096 -0.7871 -0.245
C 0.5688 0.3909 0.4108 -0.698
C 1.1978 1.2969 1.3677 0.800
C 2.7608 1.2084 1.6466 -1.521
N 0.5429 1.3557 2.6873 -0.674
H 1.0157 -0.4937 -2.6524 0.066
H 0.3567 -1.5513 -1.4238 -0.123
H 2.1114 -1.3946 -1.5363 0.351
H -0.4513 0.7449 0.2617 0.209
H 0.3646 -0.5883 0.8439 0.405
H 1.0402 2.2988 0.9684 0.242
H 3.0562 2.1329 2.1427 0.418
H 3.3208 1.0728 0.7214 0.240
H 2.8193 0.3647 2.3342 0.418
H -0.3245 1.8131 2.4452 -0.179
H 0.8473 2.1232 3.2690 0.260
C -2.7408 -2.1368 -0.4333 -0.690
C -3.9128 -2.4360 0.5187 -0.172
O -4.2891 -3.8032 0.3929 -0.557
H -2.3621 -1.1148 -0.4283 0.247
H -3.0493 -2.2704 -1.4702 0.313
H -1.8095 -2.6994 -0.3675 0.120
H -4.7729 -1.8696 0.1615 0.055
H -3.6139 -2.2000 1.5400 0.282
H -3.6972 -4.2969 0.9652 0.347
C -2.2111 3.5667 5.9539 -1.215
C -0.7391 3.3657 5.8122 0.587
O -0.3012 4.6891 5.9141 -0.560
H -2.7252 4.3488 5.3951 0.332
H -2.4874 3.6362 7.0060 0.363
H -2.7104 2.7021 5.5164 0.244
H -0.4324 3.0819 4.8055 -0.461
H -0.2599 2.8355 6.6353 0.470
H 0.5678 4.6752 6.3219 0.302
C 4.7333 2.6859 -2.8030 -0.648
C 4.8568 3.1318 -1.3956 -0.195
O 5.3136 4.4238 -1.0861 -0.543
H 4.1880 1.7427 -2.7701 0.080
H 5.6407 2.5239 -3.3849 0.344
H 4.2022 3.4342 -3.3912 0.264
H 5.2466 2.3094 -0.7958 0.337
H 3.8849 2.9964 -0.9211 0.054
H 4.7321 4.8061 -0.4248 0.324
C 2.1095 1.0235 -5.3977 -0.754
C 1.2878 2.2477 -5.4763 -0.084
O 0.1319 1.9392 -6.1714 -0.531
H 3.0718 1.1014 -4.8917 0.223
H 2.3450 0.5860 -6.3679 0.335
H 1.7001 0.1638 -4.8673 0.027
H 1.7543 3.1200 -5.9340 0.301
H 0.9644 2.6035 -4.4981 0.197
H -0.1985 1.1681 -5.7047 0.306
```

---

# 2
This record from the OMol25 dataset describes a structure of composition C22H36O2P2Pb in a non-equilibrium geometry. The level of theory is the ωB97M-V functional and the def2-TZVPD basis.

## Properties
molecular weight	601.68	u
Kohn-Sham gap	7.5	eV
charge	0
HOMO level	-7.45	eV
max |F|	0.0482	Eh/bohr
energy relative to the best compared isomer or geometry (same formula, charge and spin)	0.0	kJ/mol
E_tot	-51315.875	eV

```
63
Properties=species:S:1:pos:R:3:mulliken_charge:R:1
P 3.5410 -4.3816 -2.8491 1.627
P 2.2146 -5.9376 -0.4176 1.944
C 4.1415 -6.1250 -2.4884 -1.309
C 3.1397 -6.9583 -1.6747 -1.344
H 5.0994 -6.0361 -1.9587 0.427
H 4.3661 -6.6183 -3.4465 0.545
H 2.3993 -7.4406 -2.3286 0.417
H 3.6513 -7.7712 -1.1373 0.553
C 3.4472 -6.0311 0.9367 -1.590
H 2.9987 -5.6024 1.8433 0.364
H 4.3521 -5.4636 0.6777 0.324
H 3.7121 -7.0825 1.1164 0.490
C 0.9530 -7.1011 0.1901 -1.464
H 1.4144 -8.0024 0.6141 0.425
H 0.2850 -7.3874 -0.6316 0.377
H 0.3653 -6.5921 0.9657 0.355
C 4.9760 -3.7081 -3.7465 -1.393
H 4.7078 -2.7066 -4.1059 0.359
H 5.2502 -4.3451 -4.5975 0.407
H 5.8237 -3.6284 -3.0565 0.387
C 2.5090 -4.8634 -4.3124 -1.519
H 1.6387 -5.4654 -4.0140 0.288
H 3.1200 -5.4479 -5.0164 0.496
H 2.1556 -3.9512 -4.8121 0.374
Pb 0.8470 1.5309 0.7660 0.874
C 0.0301 -3.3790 0.2896 -0.643
C 1.2841 -3.2712 0.7688 -0.129
C 2.5976 -3.0750 0.0554 0.046
C 2.9767 -1.7743 -0.7001 -0.635
C 2.4324 -1.6892 -2.1112 -0.568
C 1.2645 -2.1854 -2.5530 -0.352
C 0.6405 -3.4799 -2.1772 -0.060
C -0.4727 -3.4355 -1.1137 -0.888
C -0.2812 2.6794 -0.7576 -1.352
H -0.7780 -3.3857 1.0333 0.431
H 1.3679 -3.0604 1.8497 0.341
H 2.7334 -3.8391 -0.7378 -1.463
H 3.3983 -3.2635 0.7957 0.503
H 2.7579 -0.8878 -0.0747 0.072
H 4.0766 -1.7630 -0.7985 0.393
H 2.8382 -0.8286 -2.6620 0.478
H 0.7222 -1.6314 -3.3332 0.371
H 1.3847 -4.2017 -1.8001 -0.862
H 0.2263 -3.9441 -3.0863 0.566
H -1.1555 -2.5962 -1.3371 0.431
H -1.0808 -4.3513 -1.2121 0.419
H -1.3538 2.5923 -0.5567 0.321
H -0.0321 2.2383 -1.7335 0.389
H 0.0298 3.7342 -0.7229 0.342
O -0.0439 3.0258 2.4339 -0.805
C -1.0982 2.2954 2.5141 0.778
O -1.1796 1.1673 1.8896 -0.728
C -2.2735 2.7455 3.3063 0.376
C -2.0996 3.5985 4.4012 -0.307
C -3.2180 4.0961 5.0820 -0.464
C -4.5123 3.7766 4.6380 -0.381
C -4.6759 2.9105 3.5468 -0.470
C -3.5598 2.3882 2.8907 -0.399
H -1.0878 3.8708 4.7137 0.377
H -3.0896 4.7494 5.9438 0.370
H -5.3949 4.1915 5.1334 0.360
H -5.6681 2.6463 3.1847 0.369
H -3.6733 1.7004 2.0446 0.360
```

---

# 3
This record from the OMol25 dataset describes an isolated molecule of C5H6O. The level of theory is the ωB97M-V functional and the def2-TZVPD basis.

## Properties
molecular weight	82.10	u
Kohn-Sham gap	9.5	eV
charge	0
HOMO level	-8.44	eV
max |F|	0.0139	Eh/bohr
energy relative to the best compared isomer or geometry (same formula, charge and spin)	572.3	kJ/mol
E_tot	-7323.353	eV

```
12
Properties=species:S:1:pos:R:3:mulliken_charge:R:1
C -1.2727 0.9899 0.5954 -0.642
C 0.5105 0.8346 0.1131 -0.318
C -0.4078 -0.1196 0.9437 -0.269
C -0.0830 -1.2449 -0.0939 -0.171
O -0.5050 -0.7938 -1.3731 -0.429
C 0.7448 -0.3437 -0.8798 -0.289
H -1.6901 0.7860 -0.4059 0.241
H -0.1144 1.7665 -0.1220 0.183
H 1.3555 1.2568 0.6518 0.405
H -0.1451 -0.3019 1.9863 0.406
H -0.0174 -2.3144 0.0763 0.449
H 1.6248 -0.5155 -1.4920 0.433
```

---

# 4
This record from the OMol25 dataset describes an isolated molecule of C4H8BrO4P in a non-equilibrium geometry. The level of theory is the ωB97M-V functional and the def2-TZVPD basis.

## Properties
structure (SMILES)	COP(=O)(OC)[C@@H](Br)C=O
molecular weight	230.98	u
Kohn-Sham gap	10.4	eV
charge	0
HOMO level	-10.10	eV
max |F|	0.1072	Eh/bohr
energy relative to the best compared isomer or geometry (same formula, charge and spin)	0.0	kJ/mol
E_tot	-91799.113	eV

```
18
Properties=species:S:1:pos:R:3:mulliken_charge:R:1
C -2.1624 1.1395 -0.4444 -0.721
O -1.3673 -0.0100 -0.2367 -0.321
P 0.1283 -0.1917 -0.7862 1.082
O 0.5868 0.2788 -2.0749 -0.699
O 0.3028 -1.7660 -0.6779 -0.299
C 0.0634 -2.6589 0.4286 -0.606
C 1.3394 0.5113 0.6466 -0.338
Br 3.0591 -0.2180 0.2066 -0.070
C 1.2250 1.9825 0.2702 -0.048
O 0.1732 2.5853 0.2976 -0.461
H -3.1684 0.7609 -0.3277 0.284
H -2.1503 1.4056 -1.4895 0.346
H -1.8116 2.0341 0.1022 0.326
H -0.6799 -2.3974 1.0765 0.324
H 1.0967 -2.5187 0.9749 0.215
H 0.0103 -3.7386 0.1031 0.228
H 1.1757 0.2141 1.7369 0.429
H 2.1793 2.5873 0.1939 0.328
```

---

# 5
This record from the OMol25 dataset describes an isolated molecule of C3H7N3 in a non-equilibrium geometry. The level of theory is the ωB97M-V functional and the def2-TZVPD basis.

## Properties
structure (SMILES)	CN[C@@H](N)C#N
molecular weight	85.11	u
Kohn-Sham gap	10.9	eV
charge	0
HOMO level	-10.02	eV
max |F|	0.0830	Eh/bohr
energy relative to the best compared isomer or geometry (same formula, charge and spin)	170.9	kJ/mol
E_tot	-7692.908	eV

```
13
Properties=species:S:1:pos:R:3:mulliken_charge:R:1
C 1.0602 0.2471 -1.5833 -0.738
N -0.1030 0.4832 -0.7639 -0.392
C -0.0870 -0.0336 0.6179 0.165
N -0.5038 0.9898 1.5810 -0.627
C -0.9793 -1.4277 0.7009 0.107
N -1.6451 -2.3628 0.7563 -0.392
H 1.2140 -0.6301 -2.1574 0.275
H 1.1801 1.1565 -2.1549 0.287
H 1.8757 0.2420 -0.7438 0.297
H -0.9613 -0.0332 -1.1418 0.305
H 0.9783 -0.3170 1.0287 0.200
H -1.4277 1.2131 1.4084 0.237
H -0.6010 0.4726 2.4518 0.276
```

---

# 6
This record from the OMol25 dataset describes a structure of composition C39H40CeN8O3S in a non-equilibrium geometry. The level of theory is the ωB97M-V functional and the def2-TZVPD basis.

## Properties
2S+1	2
molecular weight	840.99	u
Kohn-Sham gap (alpha / beta)	6.9 / 6.9	eV
charge	+3
HOMO level (alpha / beta)	-15.14 / -15.15	eV
max |F|	0.0791	Eh/bohr
energy relative to the best compared isomer or geometry (same formula, charge and spin)	0.0	kJ/mol
E_tot	-82900.490	eV

```
92
Properties=species:S:1:pos:R:3:mulliken_spin:R:1
Ce -0.2519 0.6548 -1.1839 0.954
C -4.6086 0.7898 4.8506 0.000
C -3.3613 0.7676 4.0085 0.000
C -2.4051 -0.2186 4.1664 -0.002
C -1.4161 -0.4383 3.2037 0.001
C -0.5403 -1.5007 3.5599 0.000
N 0.6308 -1.6799 3.0144 0.000
C 1.5935 -2.7242 3.3013 0.000
C 2.8530 -2.1353 3.9893 0.000
C 3.9221 -1.3395 3.2171 0.000
N 4.1345 -1.8050 1.8437 0.000
C 3.8736 -1.2048 0.6929 -0.003
C 4.0477 0.1679 0.3606 -0.002
C 5.2686 0.8117 0.6280 0.000
C 5.5583 2.1026 0.1481 0.000
C 6.9085 2.7771 0.4226 0.000
C 4.5640 2.7224 -0.6178 0.000
C 3.3614 2.0886 -1.0455 -0.003
C 2.3706 2.8337 -1.8057 0.002
N 1.0946 2.6719 -1.8463 0.005
C 0.3329 3.8397 -2.3707 -0.001
C -1.1589 3.6955 -2.2388 0.004
C -1.5717 3.8273 -0.7799 -0.001
N -1.3469 2.6362 0.0122 0.001
C -1.8687 2.6766 1.1790 -0.001
C -2.0522 1.5895 2.0760 0.002
C -3.1450 1.6646 2.9668 0.000
C -1.1978 0.4566 2.0918 0.004
O -0.2003 0.2457 1.2596 0.000
C 3.0870 0.8172 -0.5040 0.006
O 1.9579 0.2302 -0.6813 0.017
H -5.5155 1.1060 4.2973 0.000
H -4.5094 1.6000 5.5422 0.000
H -4.8085 -0.1834 5.3319 0.000
H -2.4553 -0.8256 5.0937 0.000
H -0.9046 -2.2288 4.3158 0.000
H 0.8924 -0.9972 2.2816 0.000
H 1.8452 -3.2224 2.3257 0.000
H 1.0417 -3.4527 3.9320 0.000
H 3.3074 -3.0053 4.4716 0.000
H 2.5709 -1.4925 4.8239 0.000
H 4.8464 -1.3057 3.7965 0.000
H 3.7149 -0.2367 3.1980 0.000
H 4.2280 -2.8161 1.7250 0.000
H 3.3973 -1.8017 -0.0944 0.001
H 6.0507 0.3514 1.2689 0.000
H 7.5756 1.9481 0.7030 0.000
H 6.8836 3.4337 1.3076 0.000
H 7.1644 3.3601 -0.4677 0.000
H 4.7301 3.7700 -0.8601 0.000
H 2.8161 3.6164 -2.4050 0.000
H 0.5458 3.9166 -3.4669 0.000
H 0.6623 4.7579 -1.8732 0.000
H -1.4779 2.7007 -2.6529 -0.001
H -1.6388 4.4696 -2.8767 0.000
H -2.6379 4.1909 -0.6882 0.000
H -0.9641 4.6021 -0.2801 -0.001
H -2.2609 3.6241 1.5727 0.000
H -3.8598 2.4611 2.7872 0.000
S -5.5640 -5.5298 -0.8239 0.000
N -5.7529 -3.9964 -1.1853 0.000
C -4.5588 -3.4356 -1.1507 0.000
C -4.3153 -1.9996 -1.3786 -0.002
C -5.3784 -1.1267 -1.6811 0.001
C -5.1423 0.2261 -1.8703 0.000
C -3.8099 0.6274 -1.7189 0.003
N -2.7804 -0.1903 -1.4250 0.006
C -3.0096 -1.5275 -1.2924 0.001
C -1.8844 -2.3713 -0.9592 -0.001
N -0.6180 -1.8789 -1.0180 0.006
C 0.4069 -2.6805 -0.7135 -0.002
C 0.2475 -4.0318 -0.3546 0.001
C -1.0230 -4.6159 -0.4549 0.000
C -2.1207 -3.8243 -0.7686 0.002
C -3.4701 -4.3404 -0.9448 -0.001
N -3.9450 -5.5240 -0.5693 0.000
H -6.3459 -1.5333 -1.7524 0.000
H -5.9554 0.9520 -1.9239 0.000
H -3.5309 1.6845 -1.7313 0.000
H 1.3842 -2.1609 -0.8485 0.001
H 1.1137 -4.6567 -0.0825 0.000
H -1.2074 -5.6488 -0.1520 0.000
C -0.5952 0.2179 -5.8218 0.000
C 0.3638 0.2409 -4.6488 0.003
C 1.8155 0.2551 -4.9761 0.001
O -0.1175 0.2730 -3.4594 -0.004
H -0.4665 -0.7767 -6.3250 0.000
H -0.2964 1.0129 -6.5298 0.000
H -1.6461 0.2420 -5.4834 0.000
H 2.0485 -0.4439 -5.8048 0.000
H 2.2899 -0.0553 -4.0014 0.000
H 2.1894 1.2558 -5.1778 0.000
```

---

# 7
This record from the OMol25 dataset describes a cluster of 2 separate species, C2H2S3 in total in a non-equilibrium geometry. The level of theory is the ωB97M-V functional and the def2-TZVPD basis.

## Properties
molecular weight	122.24	u
Kohn-Sham gap	7.2	eV
charge	0
HOMO level	-9.63	eV
max |F|	0.0247	Eh/bohr
energy relative to the best compared isomer or geometry (same formula, charge and spin)	191.4	kJ/mol
E_tot	-34609.119	eV

```
7
Properties=species:S:1:pos:R:3:mulliken_charge:R:1
C 1.1767 1.4610 -0.4917 -0.245
C 0.4579 0.8286 -1.2058 -0.554
S -2.1091 -0.2282 1.3688 -0.093
S -0.0599 -2.7719 1.5838 -0.133
S -1.1006 -1.5978 0.4561 0.205
H 1.7682 2.0273 0.1657 0.389
H -0.1332 0.2811 -1.8770 0.432
```

---

# 8
This record from the OMol25 dataset describes an isolated molecule of C17H16N2O2S3. The level of theory is the ωB97M-V functional and the def2-TZVPD basis.

## Properties
structure (SMILES)	C=CCn1c(SCC(=O)c2cccs2)nc2sc(CC)cc2c1=O
molecular weight	376.53	u
Kohn-Sham gap	8.4	eV
charge	0
HOMO level	-8.09	eV
max |F|	0.0180	Eh/bohr
energy relative to the best compared isomer or geometry (same formula, charge and spin)	11.8	kJ/mol
E_tot	-57469.449	eV

```
40
Properties=species:S:1:pos:R:3:mulliken_charge:R:1
C -2.6701 2.0025 -1.5517 -0.854
C -2.8086 2.8664 -0.5650 0.120
C -1.8293 3.0789 0.5536 -1.465
N -0.8271 2.0368 0.6321 -0.006
C -1.1420 0.8269 1.1462 0.383
S -2.7396 0.5662 1.7974 -0.089
C -2.5171 -1.1366 2.3839 -0.932
C -1.6118 -2.0307 1.5360 0.703
O -0.8498 -2.7942 2.0868 -0.639
C -1.8763 -2.1005 0.0983 0.398
C -1.0966 -2.7682 -0.8119 -0.606
C -1.5744 -2.6610 -2.1287 -0.642
C -2.7173 -1.9253 -2.2085 -0.392
S -3.2229 -1.3358 -0.6824 -0.004
N -0.3423 -0.1914 1.1811 -0.224
C 0.8772 -0.0294 0.6420 0.574
S 2.0548 -1.2790 0.5437 -0.169
C 3.1744 -0.1827 -0.2442 0.833
C 4.5364 -0.6615 -0.6106 -0.670
C 5.3950 -0.8947 0.6339 -1.089
C 2.6486 1.0563 -0.4050 -1.567
C 1.3248 1.1648 0.0937 0.129
C 0.4479 2.3067 0.0696 0.510
O 0.6951 3.4091 -0.3685 -0.693
H -3.4075 1.9132 -2.3292 0.292
H -1.8160 1.3497 -1.6347 0.241
H -3.6703 3.5164 -0.5157 0.383
H -2.3599 3.1395 1.5094 0.530
H -1.2877 4.0175 0.3854 0.498
H -3.5213 -1.5642 2.4099 0.454
H -2.1093 -1.1023 3.3948 0.457
H -0.2121 -3.3042 -0.5194 0.521
H -1.0958 -3.1118 -2.9793 0.438
H -3.2964 -1.6890 -3.0794 0.464
H 5.0092 0.0847 -1.2518 0.333
H 4.4573 -1.5966 -1.1700 0.296
H 4.9346 -1.6446 1.2728 0.348
H 6.3853 -1.2397 0.3484 0.363
H 5.4973 0.0278 1.2005 0.315
H 3.1637 1.8802 -0.8639 0.457
```